1.
Below is 2 unconnected molecules or ions with the total composition C9H14O2 at a distorted geometry, with properties calculated with ωB97M-V/def2-TZVPD.

Total energy, Eh: -501.76336
ΔE to the lowest compared entry with this formula, charge and spin, kcal/mol: 45.7
E_HOMO, eV: -8.669
LUMO, eV: 0.76
Gap between HOMO and LUMO, eV: 9.43

CARTESIAN COORDINATES (ANGSTROEM)
1 C 2.15 2.06 -0.95
2 C 0.88 0.71 0.66
3 C 1.62 0.70 -0.53
4 C 0.35 -0.45 1.21
5 C 0.43 -1.62 0.49
6 C 1.61 -0.47 -1.31
7 C 0.98 -1.59 -0.79
8 O -0.32 -2.68 0.93
9 H 0.79 1.59 1.28
10 H 0.05 -0.49 2.25
11 H 1.25 2.41 -1.50
12 H 3.11 1.83 -1.50
13 H 2.09 -0.45 -2.27
14 H 0.15 -3.53 1.05
15 H 0.89 -2.48 -1.38
16 H 2.44 2.84 -0.25
17 C -2.55 0.44 0.06
18 C -2.23 1.34 1.27
19 O -1.82 1.01 -1.05
20 H -2.21 -0.57 0.10
21 H -3.60 0.52 -0.24
22 H -2.22 0.71 2.17
23 H -1.29 0.36 -1.51
24 H -2.95 2.16 1.23
25 H -1.29 1.84 1.20

Charges computed using Löwdin, reported in e: -0.05, -0.07, -0.28, -0.04, -0.34, -0.03, -0.03, 0.02, 0.11, 0.12, 0.10, 0.09, 0.10, 0.11, 0.11, 0.07, -0.27, -0.08, -0.11, 0.09, 0.11, 0.08, 0.07, 0.08, 0.03

2.
Below is a molecular structure, C58H58BrIKN10O3PS2 at a distorted geometry, with properties calculated with ωB97M-V/def2-TZVPD.

Total energy, Eh: -7627.79372
ΔE to the lowest compared entry with this formula, charge and spin, kcal/mol: 0.0
E_HOMO, eV: -1.508
LUMO, eV: 3.05
Gap between HOMO and LUMO, eV: 4.56
Charge: -2

CARTESIAN COORDINATES (ANGSTROEM)
1 K -0.04 0.25 -0.48
2 N 5.27 -0.74 -2.54
3 C 4.38 -0.41 -1.53
4 S 3.19 0.74 -1.86
5 N 4.70 -1.05 -0.39
6 N 3.80 -1.01 0.60
7 C 4.21 -1.61 1.66
8 C 3.41 -1.89 2.84
9 C 4.06 -2.53 3.91
10 C 3.35 -2.93 5.03
11 C 1.99 -2.69 5.06
12 C 1.43 -2.03 3.98
13 N 2.10 -1.62 2.90
14 H 5.36 -0.04 -3.26
15 H 6.12 -1.17 -2.21
16 H 5.23 -2.03 1.67
17 H 5.13 -2.72 3.84
18 H 3.85 -3.42 5.85
19 H 1.37 -2.99 5.90
20 H 0.36 -1.82 3.98
21 O 1.56 4.73 -0.28
22 S 0.71 3.86 -1.07
23 O -0.64 4.38 -1.26
24 O 0.74 2.45 -0.68
25 C 1.39 3.88 -2.74
26 C 2.36 4.84 -3.01
27 C 2.85 5.01 -4.29
28 C 2.34 4.24 -5.33
29 C 1.38 3.28 -5.06
30 C 0.91 3.07 -3.77
31 P -0.36 1.75 -3.48
32 C 0.21 0.35 -4.52
33 C -0.72 -0.67 -4.72
34 C -0.38 -1.82 -5.42
35 C 0.92 -1.99 -5.88
36 C 1.87 -1.01 -5.63
37 C 1.52 0.15 -4.95
38 C -1.69 2.49 -4.52
39 C -2.10 2.05 -5.78
40 C -3.16 2.67 -6.43
41 C -3.81 3.74 -5.85
42 C -3.40 4.20 -4.60
43 C -2.36 3.58 -3.94
44 H 2.72 5.44 -2.18
45 H 3.61 5.76 -4.49
46 H 2.70 4.38 -6.35
47 H 0.98 2.69 -5.87
48 H -1.72 -0.57 -4.32
49 H -1.11 -2.60 -5.56
50 H 1.20 -2.90 -6.40
51 H 2.90 -1.16 -5.94
52 H 2.29 0.88 -4.72
53 H -1.60 1.22 -6.25
54 H -3.47 2.31 -7.41
55 H -4.64 4.22 -6.36
56 H -3.91 5.03 -4.13
57 H -2.04 3.93 -2.96
58 C -2.62 4.93 1.42
59 C -3.09 3.83 0.51
60 C -4.21 3.94 -0.30
61 C -4.52 2.92 -1.19
62 C -3.68 1.83 -1.22
63 Br -4.04 0.47 -2.51
64 N -2.63 1.67 -0.44
65 C -2.34 2.66 0.40
66 H -3.29 5.79 1.37
67 H -1.62 5.24 1.11
68 H -2.56 4.59 2.45
69 H -4.83 4.83 -0.25
70 H -5.37 2.98 -1.85
71 H -1.44 2.54 1.00
72 I -0.30 3.57 7.19
73 C -0.05 2.75 5.32
74 C 0.28 1.45 5.03
75 N 0.33 1.38 3.69
76 N 0.05 2.53 3.09
77 C -0.18 3.39 4.07
78 H 0.49 0.60 5.65
79 H 0.51 0.55 3.13
80 H -0.42 4.42 3.85
81 N -5.78 -2.75 5.11
82 C -4.93 -2.23 4.54
83 C -3.86 -1.58 3.82
84 C -3.03 -2.30 2.99
85 C -2.02 -1.61 2.32
86 N -1.82 -0.30 2.46
87 C -2.64 0.38 3.25
88 C -3.68 -0.20 3.96
89 H -3.17 -3.36 2.81
90 H -1.36 -2.12 1.61
91 H -2.46 1.45 3.33
92 H -4.33 0.39 4.59
93 C -4.90 -5.89 -0.35
94 C -4.38 -4.48 -0.26
95 C -5.23 -3.44 0.10
96 C -4.72 -2.14 0.13
97 C -5.62 -0.98 0.47
98 C -3.40 -1.91 -0.15
99 C -2.45 -2.94 -0.46
100 C -3.04 -4.25 -0.55
101 N -1.18 -2.55 -0.59
102 C -0.12 -3.48 -0.98
103 C 0.14 -4.62 0.04
104 C 1.32 -5.49 -0.40
105 C 1.04 -6.07 -1.79
106 C 0.86 -4.94 -2.81
107 C 2.13 -4.08 -2.85
108 C 2.39 -3.50 -1.46
109 C 2.59 -4.64 -0.46
110 C 1.18 -2.66 -1.02
111 C -0.33 -4.07 -2.39
112 H -5.97 -5.93 -0.11
113 H -4.38 -6.56 0.34
114 H -4.77 -6.30 -1.36
115 H -6.27 -3.64 0.33
116 H -6.43 -1.28 1.13
117 H -6.08 -0.56 -0.44
118 H -5.07 -0.17 0.95
119 H -3.01 -0.90 -0.12
120 H -2.44 -5.10 -0.84
121 H -0.75 -5.24 0.17
122 H 0.35 -4.15 1.01
123 H 1.45 -6.31 0.31
124 H 0.13 -6.69 -1.76
125 H 1.87 -6.72 -2.10
126 H 0.67 -5.36 -3.80
127 H 2.01 -3.27 -3.57
128 H 2.98 -4.69 -3.17
129 H 3.27 -2.87 -1.48
130 H 2.81 -4.23 0.53
131 H 3.45 -5.26 -0.75
132 H 1.07 -1.83 -1.72
133 H 1.36 -2.24 -0.02
134 H -1.25 -4.65 -2.44
135 H -0.45 -3.23 -3.08

Atom charges from the Löwdin analysis, given in e for atoms 1 to 99: 0.55, 0.02, -0.96, 0.60, -0.08, 0.02, -0.16, -0.27, -0.05, -0.10, -0.09, -0.17, 0.13, 0.05, 0.06, 0.09, 0.10, 0.10, 0.09, 0.09, -0.34, 0.41, -0.34, -0.57, -0.25, -0.06, -0.09, -0.09, -0.11, -0.32, 1.12, -0.37, -0.12, -0.10, -0.11, -0.09, -0.11, -0.36, -0.10, -0.10, -0.11, -0.09, -0.10, 0.10, 0.09, 0.09, 0.10, 0.08, 0.10, 0.10, 0.10, 0.07, 0.09, 0.09, 0.09, 0.10, 0.08, -0.04, -0.26, -0.03, -0.12, -0.72, 0.82, 0.05, -0.12, 0.07, 0.08, 0.07, 0.11, 0.09, 0.09, 0.79, -0.79, -0.17, -0.01, 0.07, -0.22, 0.11, 0.12, 0.10, 0.14, -0.18, -0.23, 0.01, -0.13, 0.09, -0.14, -0.02, 0.13, 0.09, 0.10, 0.11, -0.08, -0.32, -0.07, -0.32, -0.07, -0.09, -0.32

Look up the E_HOMO of the second one. -1.508 eV

Which value of E_HOMO does entry 2 give? -1.508 eV

What is the gap between HOMO and LUMO in the second record? 4.56 eV